{"formula": "C3H6N2OS", "method": "ωB97M-V with the def2-TZVPD basis set", "elements": ["N", "N", "C", "O", "C", "S", "C", "H", "H", "H", "H", "H", "H"], "coordinates": [[1.87472, 0.06897, 1.44949], [1.31832, -1.02496, 0.77254], [-1.76451, 0.70960, -0.27565], [-0.61658, -1.95515, -0.02555], [0.02822, -0.98679, 0.23716], [-0.39470, 1.28771, -1.32592], [-0.42494, 0.46611, 0.26768], [2.59198, 0.38214, 0.80873], [-0.06195, 1.09202, 1.05056], [-2.42246, 1.47744, 0.13231], [1.71939, -1.93478, 0.87512], [2.24599, -0.28178, 2.30713], [-2.20893, -0.13879, -0.68397]], "atomic_forces_ev_per_a": [[0.11, -0.23, -1.21], [-1.52, -0.92, -0.75], [0.38, 1.37, 0.12], [-0.39, -0.71, -0.93], [1.69, 2.15, 2.60], [-0.09, 0.28, -0.45], [-0.94, -0.63, -0.56], [0.52, 0.47, 0.66], [0.11, -0.04, 0.43], [0.33, -0.23, -0.01], [0.28, -0.39, 0.09], [0.47, 0.11, 0.53], [-0.96, -1.24, -0.50]], "de_lowest_kj_mol": 228.3, "homo_energy_ev": -8.712, "e_lumo_ha": 0.0267, "energy_ha": -700.80223, "smiles": "NNC(=O)[C@@H]1CS1"}

{"formula": "C5H12N3S", "method": "ωB97M-V with the def2-TZVPD basis set", "elements": ["H", "C", "H", "H", "N", "N", "C", "H", "C", "H", "H", "H", "C", "H", "H", "H", "N", "S", "H", "C", "H"], "coordinates": [[-0.56420, 0.94439, -1.70867], [-0.70982, -0.78468, 0.67311], [-1.26604, -2.35208, 1.89955], [1.50072, 2.58930, 0.15066], [1.23905, 0.07548, -1.03790], [-0.13872, -1.69019, -0.08680], [0.71174, 2.45580, -0.54783], [2.40654, -2.37968, -2.34125], [-1.36580, -1.18000, 1.95767], [0.07619, -1.37769, -2.16053], [2.09609, 0.00789, -0.44789], [-0.31866, -2.76255, 0.16809], [0.18400, 0.96068, -0.82748], [-0.23098, 2.97644, -0.11319], [0.98433, 2.99267, -1.56649], [-2.40348, -0.87521, 2.05378], [-0.66580, 0.46014, 0.35698], [1.91408, -2.69618, -1.22510], [-0.91461, 1.20573, 1.08871], [0.59660, -1.45510, -1.25449], [-0.86941, -0.83356, 2.81984]], "atomic_forces_ev_per_a": [[1.40, 0.19, 1.22], [-0.45, 0.25, 1.26], [-0.68, 2.19, 0.84], [0.77, -0.45, 0.57], [-0.18, -4.07, -1.39], [-1.81, -4.41, 1.35], [-3.38, 0.37, -2.17], [0.99, 0.58, -2.37], [-0.12, -3.60, -1.47], [-0.94, -0.12, -1.16], [-1.36, 0.40, -0.28], [0.51, 3.24, -0.64], [-0.05, 1.59, 0.08], [1.64, -0.40, -0.82], [-0.61, -1.30, 2.17], [-0.11, -0.09, -0.40], [0.32, 3.86, 0.67], [-1.17, -0.32, 2.01], [0.24, -1.81, -1.49], [4.03, 3.47, 1.14], [0.97, 0.45, 0.87]], "de_lowest_kj_mol": 108.8, "charge": 1, "homo_energy_ev": -13.464, "e_lumo_ha": -0.1101, "energy_ha": -759.89239, "smiles": "CC1=[NH+][C@H](S)N[C@H](C)N1"}

{"formula": "C5H13NO", "method": "ωB97M-V with the def2-TZVPD basis set", "elements": ["H", "C", "H", "C", "C", "H", "H", "H", "N", "H", "H", "O", "H", "C", "H", "H", "H", "H", "H", "C"], "coordinates": [[1.04408, -1.38614, 1.04817], [-1.45346, -0.13975, -0.35719], [-2.28117, 1.71411, 0.06385], [-0.52938, -0.10738, 0.83332], [3.00908, -0.31839, -0.44695], [3.84565, 0.36528, -0.33916], [2.01533, 0.98664, 0.91935], [-0.87670, 0.28994, -1.18544], [0.72298, -0.67985, 0.39870], [-3.32027, 0.45118, 0.52603], [-3.33489, 0.77938, -1.18333], [-1.85094, -1.48631, -0.67932], [-1.74322, -1.91500, 0.17755], [-2.68264, 0.76549, -0.31904], [2.87549, -0.48771, -1.51061], [-0.84674, 1.76784, 1.02036], [-0.76866, -0.55294, 1.79441], [3.14201, -1.34600, -0.10742], [1.32612, 0.94707, -0.73755], [1.70733, 0.35253, 0.08427]], "atomic_forces_ev_per_a": [[0.40, 0.43, 0.21], [-1.40, 0.84, -1.10], [-0.58, 0.30, -0.92], [0.02, 1.61, -0.97], [-1.15, 0.15, -0.83], [0.30, -0.38, 0.29], [-0.64, 0.08, 0.22], [0.33, -0.62, -0.04], [-0.53, 1.67, 0.88], [0.00, -0.11, -0.22], [0.47, 0.16, -0.38], [0.55, 0.41, 0.66], [-0.26, -0.61, -0.34], [0.00, -0.36, 2.42], [0.04, 0.16, -0.37], [1.43, -3.26, 0.24], [-0.93, 0.25, 0.01], [0.40, 0.31, 0.75], [-0.28, 0.35, 0.21], [1.82, -1.37, -0.73]], "de_lowest_kj_mol": 465.2, "homo_energy_ev": -8.835, "e_lumo_ha": 0.0079, "energy_ha": -328.14168}

{"formula": "C23H53N2O12P3S", "method": "ωB97M-V with the def2-TZVPD basis set", "elements": ["C", "C", "H", "C", "C", "O", "C", "C", "C", "O", "H", "P", "O", "N", "O", "C", "H", "O", "H", "C", "H", "S", "O", "H", "O", "H", "H", "H", "H", "C", "H", "H", "H", "C", "H", "C", "H", "H", "H", "C", "H", "H", "H", "C", "H", "H", "H", "H", "C", "C", "H", "H", "H", "H", "H", "C", "C", "H", "C", "H", "C", "H", "N", "H", "H", "H", "O", "H", "H", "H", "O", "C", "P", "O", "H", "H", "H", "H", "H", "H", "H", "O", "C", "H", "H", "C", "H", "H", "H", "O", "P", "H", "H", "H"], "coordinates": [[1.17307, -6.47594, 4.86698], [-2.91038, 0.21506, 1.50230], [0.76150, 1.15431, -2.83449], [-1.09774, -0.58328, 2.86433], [3.53124, -7.11767, 1.90278], [2.58070, 1.63638, -7.04484], [-2.54184, 6.37150, 0.91123], [3.50598, 2.49552, -7.72481], [4.52472, 4.01298, -4.68487], [3.27194, 0.74041, -4.44776], [0.16742, -6.59418, 5.26827], [2.53033, 1.48906, -5.47018], [2.29768, 3.00784, -4.99620], [-3.11604, 1.67468, -1.74298], [-3.00377, 1.44591, 3.93604], [1.63236, -3.00097, 1.31081], [-2.45140, 1.20668, 1.54634], [2.29615, -6.40960, 2.05589], [-1.77267, 5.55622, -0.85680], [-4.40165, 0.24162, 1.17306], [-4.57423, 0.12874, 0.10300], [-4.48128, 5.11457, 1.95233], [1.20350, -4.17694, 1.99443], [0.76150, -2.34557, 1.25750], [1.09377, -5.36718, 3.96014], [3.33545, 3.01381, -3.19532], [-2.68592, -1.28448, 5.33893], [4.31340, -6.44222, 1.55273], [-6.27070, 1.14979, 1.53106], [-3.02729, 0.23398, 3.88960], [-1.40305, 2.06741, -0.00958], [-1.69126, 6.98842, 1.19420], [-0.74682, -1.61078, 2.95288], [0.59485, -0.08673, -4.59480], [5.17311, 4.45906, -3.93046], [3.18964, 3.64260, -4.07547], [4.93524, -8.32380, 2.99516], [1.39954, -7.39341, 4.32246], [-0.60307, -0.07351, 2.03917], [3.97564, -7.83360, 3.15997], [-5.10292, 1.65618, 2.70740], [-3.66502, 0.05243, 5.90984], [5.02683, 3.13432, -5.09084], [-2.03571, 5.17404, 0.13367], [-0.84082, 1.14524, -3.56263], [2.93582, -4.03868, -0.06293], [-0.17868, -0.65082, -5.11740], [2.20585, -7.10172, 6.64890], [-5.22410, 1.44680, 1.64481], [-3.84045, 3.61833, 1.20240], [3.35715, -7.84471, 1.10961], [-0.77003, -0.06962, 3.77176], [-3.20832, 6.99979, 0.31949], [2.67679, 4.54586, -3.74345], [-3.20553, 3.18426, 1.97629], [2.14767, -6.22836, 5.99929], [4.90806, 1.92406, -7.75864], [2.39678, -2.47443, 1.88194], [-3.48697, -0.59607, 5.05660], [-5.15334, 2.58946, -0.22527], [0.02345, 0.52082, -3.33228], [2.45261, -2.41902, -0.59644], [-2.58486, -0.52082, 2.74094], [-5.95525, 3.34243, 1.10992], [5.58917, 2.61622, -8.25384], [1.30827, -3.77077, -0.67238], [3.51185, -4.35433, 2.89195], [4.40053, 4.73550, -5.49317], [-3.82311, 4.44007, -0.77223], [3.25291, -8.59661, 3.45392], [-4.91607, 4.78440, 3.26990], [2.11332, -3.32280, -0.08824], [-2.22757, 2.70050, -0.95846], [-3.18860, 6.01392, 2.14478], [3.12323, 2.58706, -8.74039], [-2.40205, -0.32123, 0.69675], [-4.83483, -0.64440, 1.64735], [-1.09945, 4.78744, 0.54651], [3.47996, 3.49644, -7.29220], [1.83021, -5.37253, 6.59506], [4.08664, -7.13527, 3.99026], [1.03023, 0.92627, -5.50146], [-3.07233, 4.05102, -0.07543], [-2.95408, 0.72815, -1.42327], [1.40368, -0.78136, -4.37009], [-5.07752, 2.74766, 0.84904], [-1.37488, 3.40540, -1.83540], [5.28166, 1.72769, -6.75222], [-4.36739, -1.18139, 4.79929], [-5.41615, 5.75069, 1.07244], [2.21528, -5.04237, 2.89133], [-0.28965, -0.26172, -2.63871], [3.14758, -6.00769, 5.62187], [4.92051, 0.97756, -8.29898]], "atomic_forces_ev_per_a": [[-0.11, -0.24, 0.39], [0.09, -0.27, -0.44], [0.10, -0.12, 0.01], [-0.03, -0.37, 0.69], [0.37, -0.17, -0.30], [1.33, -0.26, 0.13], [0.41, 0.37, -0.07], [0.25, 0.15, -0.37], [-0.05, -0.01, -0.23], [1.50, -0.01, -1.08], [-0.05, 0.11, -0.09], [-3.64, 0.33, 1.38], [0.65, 0.06, -0.45], [0.06, 0.17, 0.27], [-0.14, -0.59, -0.27], [0.05, 0.25, -0.31], [-0.19, 0.08, 0.01], [0.11, -0.27, 0.75], [0.08, 0.00, 0.01], [-0.26, 0.10, 0.59], [0.19, 0.02, -0.05], [-0.72, -0.49, 0.99], [-0.06, 0.01, 0.36], [-0.07, -0.09, 0.04], [1.01, -0.02, 0.90], [-0.03, -0.17, -0.12], [-0.08, -0.17, -0.16], [-0.09, 0.16, 0.10], [-0.02, 0.01, 0.01], [-0.17, 0.42, 0.33], [0.37, 0.56, 0.06], [-0.07, 0.04, 0.16], [-0.04, -0.05, -0.26], [-0.19, -0.19, 0.23], [-0.02, -0.02, 0.03], [0.07, 0.20, 0.44], [0.01, 0.03, -0.03], [0.13, 0.11, -0.14], [-0.07, -0.09, -0.12], [-0.21, 0.00, 0.12], [0.15, 0.01, 0.00], [-0.22, 0.04, -0.04], [0.04, -0.02, 0.11], [-0.06, -0.13, -0.38], [-0.06, -0.08, 0.01], [0.07, 0.08, 0.05], [0.00, 0.09, -0.09], [-0.01, -0.02, -0.02], [-0.26, -0.08, -0.28], [0.00, 0.33, -1.03], [-0.12, 0.05, -0.01], [0.07, 0.03, -0.03], [-0.19, -0.19, -0.02], [-0.10, -0.04, -0.07], [0.03, -0.06, -0.03], [0.06, 0.19, -0.07], [-0.05, -0.17, 0.11], [0.08, -0.16, 0.05], [0.54, 0.15, 0.16], [0.27, -0.16, -0.02], [-0.01, 0.25, 0.03], [0.00, 0.00, 0.01], [0.24, 0.81, -0.12], [-0.06, -0.02, -0.12], [-0.02, 0.03, 0.00], [-0.02, 0.03, 0.00], [0.24, -0.42, 1.79], [-0.01, 0.02, 0.02], [-0.05, -0.17, -0.06], [0.00, -0.01, -0.03], [0.13, 0.07, 0.07], [-0.01, -0.17, -0.04], [-0.65, -1.02, -0.65], [0.08, -0.20, -0.25], [-0.12, -0.08, 0.04], [0.08, -0.06, 0.07], [0.04, -0.08, -0.09], [-0.12, -0.02, 0.31], [-0.03, -0.08, 0.20], [-0.02, -0.01, 0.01], [0.12, 0.03, -0.04], [0.23, -0.07, -0.25], [0.27, 0.51, 0.29], [-0.15, -0.08, -0.15], [0.12, 0.13, 0.00], [-0.20, 0.14, 0.75], [0.17, 0.25, 0.36], [0.03, 0.05, -0.01], [0.00, -0.01, -0.06], [0.49, 0.18, -0.40], [-1.50, 0.63, -3.55], [-0.01, -0.01, -0.02], [0.01, -0.05, 0.01], [-0.01, 0.01, -0.02]], "homo_energy_ev": -8.859, "e_lumo_ha": 0.0146, "energy_ha": -3342.93586, "smiles": "CC(=O)N(C)CCCC[C@H]1[C@H]([PH2]=N)CCOS1(=O)=O.CCOP(=O)(OCC)OCC.CCOP(=O)(OCC)OCC"}

Summary of molar mass in g/mol
118.2, 146.2, 103.2, 674.7
(order as listed above)
Summary of orbital gap in Eh
0.3468, 0.3847, 0.3326, 0.3402
(order as listed above)